Molecular formula: C16H41BeF3O8S5
Method: DFT, wB97M-V/def2-TZVPD

Cartesian coordinates (Å):
Be1 -0.300 0.695 -0.353
C1 -0.646 -2.776 1.493
O1 -1.601 -3.824 1.170
O2 -0.908 -1.588 0.707
C2 -0.231 -2.610 3.021
F1 -1.237 -2.739 3.906
F2 0.654 -3.474 3.317
F3 0.455 -1.525 3.267
C3 -3.012 -3.582 1.471
C4 -3.683 -4.835 1.000
H1 -4.733 -4.935 1.273
H2 -3.612 -4.836 -0.088
H3 -3.199 -5.728 1.395
H4 -3.410 -2.759 0.878
H5 -3.247 -3.395 2.519
H6 0.198 -3.290 1.032
C5 -2.154 4.459 -1.612
C6 -2.419 3.950 -0.264
O3 -1.800 2.705 -0.102
H7 -1.112 4.339 -1.907
H8 -2.280 5.540 -1.678
H9 -2.795 3.901 -2.295
H10 -3.495 3.908 -0.094
H11 -2.029 4.587 0.529
C7 3.565 2.910 -1.815
S1 1.748 3.407 -1.682
O4 0.957 2.134 -1.952
C8 1.758 3.907 0.091
H12 4.255 3.735 -1.635
H13 3.833 2.753 -2.860
H14 3.695 2.092 -1.106
H15 2.152 3.146 0.764
H16 0.720 4.093 0.364
H17 2.201 4.901 0.160
C9 -1.550 0.982 3.222
S2 0.150 1.592 3.147
O5 0.483 1.483 1.663
C10 -0.056 3.349 3.756
H18 -1.689 0.754 4.278
H19 -1.515 0.141 2.529
H20 -2.221 1.747 2.830
H21 -0.266 3.240 4.820
H22 -0.872 3.817 3.205
H23 0.894 3.826 3.518
C11 -2.381 -2.265 -2.291
S3 -2.547 -0.515 -1.788
O6 -1.415 0.376 -2.395
C12 -4.069 -0.008 -2.679
H24 -3.244 -2.672 -1.764
H25 -1.377 -2.349 -1.874
H26 -2.420 -2.133 -3.373
H27 -5.026 -0.416 -2.354
H28 -3.889 -0.322 -3.707
H29 -4.128 1.077 -2.766
C13 1.987 -3.234 -3.044
S4 1.478 -1.466 -3.252
O7 0.849 -0.961 -1.962
C14 3.223 -0.843 -3.302
H30 1.092 -3.788 -2.762
H31 2.708 -3.283 -2.229
H32 2.406 -3.679 -3.946
H33 3.602 -1.073 -4.298
H34 3.831 -1.266 -2.502
H35 3.211 0.224 -3.082
C15 3.370 -2.107 0.831
S5 3.495 -0.277 0.378
O8 2.065 0.178 0.120
C16 3.760 0.323 2.109
H36 3.776 -2.732 0.035
H37 2.388 -2.458 1.147
H38 4.062 -2.158 1.672
H39 3.020 0.048 2.862
H40 3.727 1.399 1.937
H41 4.802 0.185 2.398

## Properties
Gap between HOMO and LUMO (alpha / beta)   7.3 / 5.2 eV
Energy   -96351.3106 eV
Total charge   +1
Strongest force on any atom   4.9 eV/Å
LUMO energy (alpha / beta)   -2.868 / -4.951 eV
2S+1   2
⟨S²⟩   0.75